{"formula": "C3H5FN2", "method": "wB97M-V/def2-TZVPD", "symbols": ["F", "N", "N", "C", "C", "C", "H", "H", "H", "H", "H"], "xyz": [[-0.390524, -1.247581, 2.201584], [-0.660068, -0.147327, 1.523637], [-1.716043, -0.808015, -0.465417], [0.419881, 0.346719, -0.647229], [0.472616, 0.340072, 0.832917], [-0.917253, -0.325712, -1.224778], [-0.714115, -0.512051, -2.273074], [0.524508, 1.426726, 1.136757], [1.236517, -0.044906, -1.099851], [0.384917, 1.300890, -1.051091], [1.359565, -0.328815, 1.066544]], "forces_ev_per_angstrom": [[0.87, -1.62, 0.57], [-2.35, 1.77, -0.87], [-2.06, -0.87, 1.25], [-4.04, -0.08, -0.39], [2.02, -0.25, 1.07], [4.39, 0.61, 0.18], [-0.98, -0.04, -0.62], [0.53, -1.19, 0.18], [2.47, -1.84, -1.28], [-0.16, 2.24, -0.53], [-0.70, 1.26, 0.45]], "total_energy_ev": -8883.6826, "charge": 0, "gap_ev": [9.21, 9.24], "e_above_lowest_kj_mol": 527.1, "e_lumo_ev": [0.2, -0.2]}

---

{"formula": "C2H7NO2", "method": "wB97M-V/def2-TZVPD", "symbols": ["O", "O", "N", "C", "C", "H", "H", "H", "H", "H", "H", "H"], "xyz": [[-2.139959, 0.298153, -0.471157], [1.848896, -0.856899, 0.372877], [-0.608758, -0.823473, 0.763135], [0.116902, 0.888993, -0.780799], [-1.075026, 0.358317, 0.191548], [-1.275099, -1.578219, 0.694660], [-0.094426, 1.907171, -1.108468], [-1.109313, 1.101344, 1.046085], [0.136282, 0.220140, -1.633979], [0.423249, -1.075077, 0.673999], [2.741335, -1.201189, 0.473986], [1.035922, 0.760742, -0.221889]], "forces_ev_per_angstrom": [[-0.34, 0.57, -0.46], [-0.16, 0.19, 0.43], [-0.18, 0.21, -0.70], [0.54, 1.09, -1.28], [-0.87, -1.59, 1.32], [-0.26, -0.25, 0.07], [-0.22, -0.15, 0.25], [0.58, 0.44, -0.39], [-0.27, -0.17, 0.13], [1.25, 0.09, 0.30], [-0.24, -0.16, -0.15], [0.17, -0.26, 0.48]], "total_energy_ev": -7766.3579, "charge": 0, "gap_ev": 5.07, "e_above_lowest_kj_mol": 691.6, "e_lumo_ev": -3.8}

---

{"formula": "C2H7NO2", "method": "wB97M-V/def2-TZVPD", "symbols": ["O", "O", "N", "C", "C", "H", "H", "H", "H", "H", "H", "H"], "xyz": [[0.949353, -1.582002, -2.331125], [-0.290323, 0.586044, -1.261138], [-1.039458, -0.039371, 1.533876], [-0.242866, 1.158128, -0.200748], [0.265407, 0.401422, 1.022515], [0.893916, -0.429876, 0.698892], [-1.256569, -0.908738, 1.063557], [1.608326, -0.894144, -2.412255], [-0.753467, 2.113200, 0.000433], [-1.148344, -0.138364, 2.529901], [0.086999, -1.168496, -2.365989], [0.927024, 0.902202, 1.722083]], "forces_ev_per_angstrom": [[0.28, -1.08, -0.18], [-0.21, 0.89, -0.14], [0.22, -0.07, -0.08], [0.31, -0.80, 0.45], [0.11, -0.44, -0.23], [-0.20, -0.16, -0.35], [-0.27, 0.04, 0.25], [-0.17, 0.33, 0.00], [0.10, 0.15, -0.18], [0.28, -0.02, 0.08], [0.11, 0.44, 0.11], [-0.58, 0.72, 0.27]], "smiles": "NCC=O.O", "total_energy_ev": -7771.6810, "charge": 0, "gap_ev": 10.57, "e_above_lowest_kj_mol": 178.0, "e_lumo_ev": 0.9}